Here is a structure of composition C25H21AsI2N2O7STeV from the OMol25 dataset. Energies are from ωB97M-V with the def2-TZVPD basis set.

Structure (ORCA input):
```
! RIJCOSX wB97M-V def2-TZVPD def2/J DEFGRID3
* xyz -1 3
V 0.105 0.373 -0.189
I -3.906 -3.752 -5.216
C -2.546 -2.875 -3.884
C -1.695 -3.675 -3.143
C -0.798 -3.072 -2.280
I 0.492 -4.237 -1.122
C -0.691 -1.675 -2.149
O 0.217 -1.137 -1.381
C -1.602 -0.894 -2.895
C -1.551 0.598 -2.775
N -1.578 1.020 -1.362
C -2.865 0.708 -0.710
C -2.719 -0.118 0.542
C -3.808 -0.357 1.368
C -3.633 -1.099 2.520
C -2.374 -1.605 2.810
C -1.352 -1.355 1.920
N -1.513 -0.617 0.819
C -2.512 -1.497 -3.747
H -1.728 -4.752 -3.227
H -0.628 0.990 -3.197
H -2.390 1.045 -3.319
H -1.456 2.042 -1.317
H -3.397 1.632 -0.471
H -3.490 0.142 -1.406
H -4.775 0.058 1.114
H -4.465 -1.274 3.190
H -2.185 -2.179 3.705
H -0.346 -1.720 2.093
H -3.183 -0.874 -4.326
O -0.171 4.409 1.957
As -0.014 3.427 0.508
O -1.041 3.976 -0.650
O -0.398 1.854 0.942
C 1.846 3.588 0.042
C 2.091 4.693 -0.765
C 3.366 4.954 -1.240
C 4.398 4.086 -0.933
C 4.158 2.971 -0.143
C 2.893 2.720 0.364
S 2.726 1.281 1.427
O 4.060 0.783 1.620
O 2.012 1.735 2.592
O 1.923 0.280 0.628
H -0.977 4.930 1.861
H 1.262 5.329 -1.051
H 3.537 5.811 -1.878
H 5.393 4.256 -1.323
H 4.950 2.278 0.099
Te 2.175 1.358 -2.730
C 1.298 0.519 -4.479
C 1.328 -0.858 -4.707
C 0.697 -1.421 -5.809
C 0.024 -0.615 -6.717
C 0.000 0.760 -6.515
C 0.632 1.319 -5.412
H 1.843 -1.496 -3.998
H 0.721 -2.496 -5.950
H -0.473 -1.053 -7.575
H -0.516 1.403 -7.220
H 0.598 2.390 -5.255
*
```

## Properties
HOMO-LUMO gap (alpha / beta) (eV): 5.76 / 5.77
Lowest unoccupied orbital energy (alpha / beta) (eV): 1.98 / 1.98
Total energy (eV): -164439.962
E_HOMO (alpha / beta) (eV): -3.78 / -3.79

Mulliken population analysis, charges in e, atoms 1 to 8: 0.912, 0.002, -0.569, -0.257, -0.501, -0.038, 0.369, -0.420


Here is the ion C25H21BF4NO5 with charge +1 from the OMol25 dataset. Energies are from ωB97M-V with the def2-TZVPD basis set.

Structure (ORCA input):
```
! RIJCOSX wB97M-V def2-TZVPD def2/J DEFGRID3
* xyz 1 1
F 1.995 1.610 5.393
C 0.795 1.862 4.758
C 0.198 3.083 4.932
C -1.007 3.327 4.305
F -1.563 4.582 4.376
C -1.697 2.338 3.588
C -1.047 1.129 3.399
C -1.758 0.174 2.420
C -0.668 -0.590 1.647
C -0.631 -0.426 0.296
C -0.231 -1.393 -0.718
C -0.897 -1.409 -1.975
C -0.667 -2.486 -2.826
F -1.407 -2.596 -3.976
C 0.274 -3.476 -2.576
C 1.005 -3.324 -1.391
F 2.063 -4.165 -1.179
C 0.787 -2.328 -0.439
C 0.219 0.838 3.973
H 0.730 3.884 5.454
H -2.616 2.566 3.039
H -2.252 0.761 1.572
H 0.113 -1.222 2.148
H -1.065 0.526 -0.074
H -1.594 -0.604 -2.226
H 0.485 -4.250 -3.326
H 1.329 -2.275 0.523
H 0.772 -0.074 3.708
C -5.543 0.001 5.777
C -4.267 -0.469 5.137
C -3.095 -1.003 5.577
C -2.393 -1.511 4.475
C -2.897 -0.871 3.249
B -3.605 -1.489 1.611
N -5.029 -2.125 1.260
C -5.404 -3.198 2.233
C -6.042 -0.995 1.169
C -5.140 0.205 0.863
O -5.399 1.341 0.675
O -3.796 -0.259 0.855
C -4.700 -2.807 -0.050
C -3.276 -3.202 0.166
O -2.612 -3.997 -0.461
O -2.718 -2.487 1.196
O -4.159 -0.322 3.784
H -5.676 -0.489 6.744
H -5.565 1.078 5.986
H -6.429 -0.203 5.173
H -2.801 -1.046 6.645
H -1.436 -2.061 4.480
H -6.018 -3.955 1.721
H -4.467 -3.662 2.605
H -5.966 -2.817 3.112
H -6.829 -1.205 0.425
H -6.605 -0.871 2.122
H -5.394 -3.645 -0.164
H -4.743 -2.241 -1.003
*
```

## Properties
HOMO-LUMO gap (eV): 6.15
Energy relative to the best compared isomer or geometry (same formula, charge and spin) (kcal/mol): 28.6
Lowest unoccupied orbital energy (eV): -4.89
Total energy (eV): -49532.054
E_HOMO (eV): -11.04

Mulliken population analysis, charges in e, atoms 1 to 8: -0.307, 0.141, -0.741, 0.224, -0.303, -0.805, 0.085, 0.261


Here is a structure of composition C25H21BeClN2O2 from the OMol25 dataset. Energies are from ωB97M-V with the def2-TZVPD basis set.

Structure (ORCA input):
```
! RIJCOSX wB97M-V def2-TZVPD def2/J DEFGRID3
* xyz -2 1
C -3.606 2.655 0.466
C -3.400 3.972 -0.048
C -2.063 4.367 0.283
H -4.118 4.563 -0.615
C -1.455 3.302 1.014
C -2.410 2.249 1.134
H -2.248 1.301 1.638
H -4.502 2.049 0.355
H -1.593 5.313 0.024
H -0.441 3.287 1.392
Be 0.126 2.048 -2.255
Cl -1.678 1.350 -2.269
C 0.716 2.798 -3.829
C 1.351 3.357 -2.656
C 0.437 4.291 -2.074
H 2.400 3.252 -2.385
C -0.741 4.305 -2.852
C -0.599 3.377 -3.920
H -1.334 3.158 -4.693
H 1.199 2.173 -4.579
H 0.687 4.977 -1.270
H -1.588 4.965 -2.702
O 1.246 1.125 -1.593
C 0.947 0.435 -0.562
N 1.572 -0.749 -0.276
C 0.781 -1.464 0.695
C -0.214 -0.359 1.103
O -1.056 -0.487 2.005
N -0.002 0.747 0.334
C 0.131 -2.677 0.028
C -1.251 -2.847 -0.015
C -1.796 -4.026 -0.541
C -0.967 -5.019 -1.053
C 0.421 -4.827 -1.048
C 0.974 -3.662 -0.509
C 1.545 -1.907 1.927
C 0.836 -2.680 2.854
C 1.479 -3.187 3.981
C 2.821 -2.857 4.219
C 3.509 -2.039 3.317
C 2.873 -1.546 2.165
H 2.082 -1.209 -1.020
H -1.907 -2.080 0.393
H -2.876 -4.138 -0.556
H -1.394 -5.937 -1.465
H 1.086 -5.585 -1.463
H 2.063 -3.531 -0.483
H -0.224 -2.870 2.671
H 0.915 -3.813 4.672
H 3.322 -3.255 5.105
H 4.551 -1.768 3.503
H 3.392 -0.898 1.454
*
```

## Properties
HOMO-LUMO gap (eV): 3.43
Energy relative to the best compared isomer or geometry (same formula, charge and spin) (kcal/mol): 0.0
Lowest unoccupied orbital energy (eV): 4.31
Total energy (eV): -46266.695
E_HOMO (eV): 0.88

Mulliken population analysis, charges in e, atoms 1 to 8: -0.870, -0.452, -0.622, 0.374, -0.716, -0.291, 0.509, 0.338


What is the total energy in the second record? -49532.054 eV